Record 1
Formula: C38H54BBrClN7O6PReS3
Source: the Open Molecules 2025 dataset
Level of theory: the ωB97M-V functional and the def2-TZVPD basis

Atoms and positions in Å:
Re: -0.410746 0.402920 0.688778
C: 2.545739 2.876902 -2.188247
N: 2.790511 1.445365 -2.168986
C: 3.330907 0.733127 -3.213674
C: 3.402512 -0.554376 -2.806225
N: 2.912506 -0.626906 -1.523935
B: 2.897692 -1.978250 -0.720646
N: 3.353288 -1.697576 0.738598
C: 4.650678 -1.789635 1.181462
C: 4.650540 -1.626725 2.523901
N: 3.340514 -1.418486 2.894890
C: 2.872443 -1.394545 4.273013
C: 2.568366 -1.451463 1.786217
S: 0.824074 -1.384467 1.906667
C: 2.529356 0.597314 -1.146879
S: 1.930778 1.154918 0.394490
H: 3.176279 3.319719 -2.954909
H: 2.786344 3.307747 -1.220418
H: 1.503109 3.076559 -2.423709
H: 3.613686 1.204870 -4.137448
H: 3.750138 -1.435382 -3.312328
H: 3.715444 -2.693686 -1.229455
H: 1.799566 -2.453434 -0.694773
H: 5.459658 -1.983797 0.500814
H: 5.447618 -1.654017 3.244790
H: 3.708400 -1.120756 4.911588
H: 2.500189 -2.377025 4.559527
H: 2.074675 -0.667953 4.386146
Cl: -3.889251 4.143750 -4.904895
C: -2.937573 3.511440 -3.606690
C: -1.732602 4.149419 -3.259105
C: -0.944346 3.674307 -2.243762
C: -1.310043 2.510628 -1.525789
O: -0.515052 2.049693 -0.603524
C: -2.542842 1.917112 -1.858867
C: -3.016722 0.878417 -1.027468
O: -2.411844 0.411982 -0.051522
C: -3.351425 2.421567 -2.899973
H: -1.438285 5.037802 -3.802527
H: -0.045156 4.200565 -1.955600
H: -4.038574 0.511182 -1.182805
H: -4.296802 1.943286 -3.125124
C: 0.451543 4.412013 1.248975
C: -0.827548 3.960802 1.953913
C: -2.074804 4.355910 1.163433
P: -0.801469 2.191817 2.513469
C: 0.450190 2.243131 3.915927
C: 1.868891 1.867905 3.502910
C: 0.542766 3.563346 4.691503
C: -2.403670 2.034177 3.483306
C: -3.614874 1.569045 2.662749
C: -2.831565 3.230884 4.343777
H: 0.323758 5.441101 0.903657
H: 0.678737 3.779795 0.393211
H: 1.313605 4.398174 1.915135
H: -0.884752 4.492860 2.906641
H: -2.032431 4.022439 0.132469
H: -2.148626 5.445468 1.145346
H: -2.993233 3.973423 1.602038
H: 0.075965 1.472264 4.598896
H: 2.289596 2.598657 2.813347
H: 1.913629 0.897452 3.022592
H: 2.508632 1.850929 4.388854
H: 1.033611 4.331871 4.093719
H: 1.167867 3.399207 5.571191
H: -0.405301 3.959419 5.034948
H: -2.167692 1.228820 4.178196
H: -4.189984 2.421121 2.297344
H: -4.276466 0.986719 3.306992
H: -3.352683 0.938819 1.821739
H: -2.912245 4.158971 3.777771
H: -2.189039 3.398454 5.202339
H: -3.825765 3.011624 4.738440
C: 1.588700 -7.048721 -4.661430
C: 2.264037 -5.688367 -4.691802
S: 1.479527 -4.471956 -3.662702
O: 2.284070 -3.275957 -3.695209
O: 1.140175 -5.077714 -2.397548
C: -0.049278 -4.079275 -4.496270
C: -1.063917 -3.460432 -3.546071
N: -0.636963 -2.232874 -2.860484
C: -0.596986 -2.084774 -1.514041
N: -0.293136 -0.820917 -1.188662
C: -0.080200 -0.158254 -2.364073
C: -0.301297 -1.005198 -3.393600
N: -0.315477 -0.644063 -4.775265
O: -0.825040 -1.421928 -5.565528
O: 0.161425 0.434144 -5.059933
C: -0.816181 -3.221363 -0.586799
H: 2.177896 -7.757784 -5.240930
H: 0.590077 -7.020116 -5.097723
H: 1.511123 -7.415445 -3.640006
H: 2.323622 -5.251952 -5.690172
H: 3.277335 -5.724012 -4.285275
H: -0.477384 -5.004212 -4.884650
H: 0.201826 -3.428651 -5.329182
H: -1.293664 -4.175319 -2.761388
H: -1.973410 -3.244875 -4.103338
H: 0.202792 0.874427 -2.420053
H: -1.845038 -3.582510 -0.637518
H: -0.601329 -2.909021 0.427846
H: -0.140505 -4.035336 -0.852302
Br: -4.564295 -3.362032 4.776431
C: -3.388051 -2.372849 3.676243
C: -3.536703 -2.402972 2.300952
C: -2.679984 -1.658499 1.504171
C: -1.649081 -0.869187 2.026266
C: -1.519986 -0.905808 3.417871
C: -2.374356 -1.625001 4.242760
H: -4.318611 -3.000972 1.852041
H: -2.850944 -1.698617 0.438860
H: -0.709066 -0.372634 3.895567
H: -2.242112 -1.607704 5.316521

Force components x, y, z for each atom (eV/Å):
-0.09 0.02 0.06
0.00 0.01 -0.02
0.01 -0.01 0.01
-0.02 -0.01 -0.01
-0.03 0.01 0.01
0.05 0.00 0.01
-0.02 0.02 -0.01
-0.02 0.01 0.04
-0.01 0.00 0.02
0.01 0.00 -0.01
-0.01 -0.01 -0.02
0.00 0.00 0.02
0.00 0.02 0.00
-0.01 0.03 -0.03
-0.03 -0.01 0.03
0.02 0.04 0.09
0.02 0.00 0.01
-0.01 -0.01 0.01
0.09 -0.04 -0.02
0.00 0.00 0.00
0.00 -0.01 -0.01
0.00 -0.01 -0.01
0.01 0.00 0.00
0.00 0.00 0.00
0.00 0.00 0.00
0.00 0.01 0.00
0.01 0.00 0.00
0.00 -0.02 0.00
0.00 0.00 0.00
0.02 0.02 0.00
-0.02 0.00 -0.02
-0.03 0.02 0.05
0.00 0.07 -0.04
0.03 -0.03 0.04
0.04 -0.02 -0.07
-0.17 0.21 0.26
0.01 -0.08 0.01
0.01 -0.04 0.00
0.00 0.00 0.00
-0.05 0.02 0.00
0.03 -0.07 -0.08
0.00 0.00 0.00
0.00 0.01 0.00
-0.01 -0.01 0.01
0.00 -0.01 0.00
0.00 0.00 -0.02
-0.01 0.02 -0.01
0.00 -0.02 -0.02
0.00 0.01 0.00
-0.04 -0.02 0.00
0.00 0.03 -0.03
-0.01 -0.01 0.00
0.00 0.00 0.01
0.00 0.00 0.00
0.02 -0.03 0.00
-0.01 0.00 -0.01
0.00 -0.03 -0.03
0.01 0.00 -0.01
0.00 0.01 0.01
0.01 0.01 0.01
0.01 0.03 -0.01
0.00 -0.04 -0.06
0.00 -0.01 0.00
0.01 0.00 0.00
-0.01 0.00 0.00
-0.01 0.01 0.00
0.01 0.01 -0.04
0.01 0.00 -0.03
-0.01 0.03 0.03
-0.01 0.02 0.05
0.01 0.00 0.01
0.02 0.00 0.00
0.00 0.01 0.00
0.00 0.00 0.00
0.01 0.01 0.01
0.00 0.00 -0.01
0.01 0.02 0.00
0.01 -0.02 -0.02
0.03 -0.01 -0.02
0.01 0.00 0.02
-0.03 0.00 -0.01
-0.04 0.00 0.04
0.12 -0.02 -0.08
0.01 -0.03 -0.03
-0.02 0.02 0.00
0.05 -0.03 -0.01
-0.01 0.00 0.01
-0.02 0.00 0.01
-0.04 0.00 0.01
0.00 0.00 0.00
0.00 0.00 0.00
0.00 0.00 0.00
0.00 0.00 0.00
0.00 0.00 0.00
0.00 -0.02 0.04
-0.03 0.00 -0.01
-0.03 0.00 -0.02
0.01 0.02 -0.01
0.02 -0.05 -0.01
0.00 0.00 0.01
-0.02 0.01 0.01
0.00 0.02 0.00
0.00 0.00 0.00
-0.02 0.00 0.00
0.00 0.00 0.00
0.03 -0.05 0.00
0.04 0.04 -0.07
0.06 -0.07 -0.03
0.01 0.00 -0.01
0.00 0.00 0.00
0.01 -0.02 0.01
0.03 0.00 0.00
0.00 0.00 0.00

<S²>   0.76
Total charge   +1
Spin multiplicity   2
Highest occupied orbital energy (spin up / spin down)   -10.14 / -10.15 eV
Max |F|   0.4 eV/A



Record 2
Formula: C38H54Cl6Ge2INOSi2TeV
Source: the Open Molecules 2025 dataset
Level of theory: the ωB97M-V functional and the def2-TZVPD basis

Atoms and positions in Å:
V: -1.868426 0.017176 0.970846
Cl: -2.850516 3.321094 0.583136
C: -4.154436 2.178899 0.724877
C: -3.864131 0.821643 0.881630
C: -4.977644 -0.013611 0.891651
Cl: -4.725976 -1.739304 0.990080
C: -6.292635 0.437325 0.799749
Cl: -7.620363 -0.657402 0.842300
C: -6.528927 1.802728 0.666546
Cl: -8.137684 2.396698 0.553092
C: -5.450878 2.682129 0.615820
Cl: -5.734882 4.367085 0.411591
C: -3.302504 -0.265908 -2.213757
C: -2.024289 -1.039258 -1.915751
C: -2.233473 -2.527565 -2.158882
O: -1.580388 -0.852509 -0.590176
H: -4.127818 -0.662079 -1.626060
H: -3.568456 -0.354740 -3.267878
H: -3.180765 0.791564 -1.972243
H: -1.227539 -0.684977 -2.580928
H: -2.946604 -2.918896 -1.430889
H: -1.295601 -3.079445 -2.068358
H: -2.632963 -2.698013 -3.159851
I: 0.262518 0.712405 3.940585
C: -0.941337 1.429842 2.279414
H: -1.721255 1.985396 2.804889
H: -0.294687 2.180608 1.835600
Cl: -3.859449 -1.199588 6.104470
C: -3.093759 -1.795163 4.680107
C: -2.753960 -3.131495 4.559315
C: -2.144585 -3.550398 3.388657
C: -1.901504 -2.626955 2.391695
N: -2.223270 -1.336491 2.525309
C: -2.811410 -0.921568 3.648471
H: -2.968768 -3.821690 5.363399
H: -1.863905 -4.583493 3.243023
H: -1.456133 -2.917008 1.448956
H: -3.062751 0.128489 3.720126
C: -1.599938 1.811342 -4.839503
Ge: -1.260474 3.048898 -3.344865
C: -0.055935 4.408604 -4.106816
C: -2.980029 3.869555 -2.875751
Ge: -0.083462 2.092762 -1.397273
C: 0.574647 3.572801 -0.290651
C: 1.512860 3.382873 0.725009
C: 1.930303 4.434514 1.526493
C: 1.404144 5.704713 1.334013
C: 0.453122 5.909808 0.344281
C: 0.040848 4.852140 -0.454946
C: 1.428319 1.022754 -2.067019
C: 1.285174 0.359864 -3.289039
C: 2.318985 -0.387210 -3.836246
C: 3.533110 -0.481269 -3.171711
C: 3.695419 0.170424 -1.956809
C: 2.651957 0.902192 -1.406445
H: -2.411244 2.231727 -5.436794
H: -1.889116 0.810142 -4.532379
H: -0.713910 1.743346 -5.471019
H: -0.508434 4.810112 -5.015792
H: 0.894865 3.944572 -4.371651
H: 0.142654 5.230226 -3.421231
H: -3.419465 4.292493 -3.781048
H: -2.876458 4.661887 -2.135811
H: -3.671312 3.127051 -2.475120
H: 1.907434 2.392821 0.924316
H: 2.656565 4.254429 2.309499
H: 1.724328 6.527681 1.959728
H: 0.025547 6.893433 0.195884
H: -0.714580 5.033671 -1.209923
H: 0.353308 0.427231 -3.833874
H: 2.176047 -0.888049 -4.785758
H: 4.348573 -1.051071 -3.598414
H: 4.644052 0.112586 -1.435971
H: 2.811689 1.391352 -0.452158
C: 0.261237 -5.202655 0.601115
Si: 1.720407 -4.525262 -0.368882
C: 3.295301 -4.880561 0.582512
C: 1.800155 -5.357455 -2.048085
C: 1.439918 -2.689113 -0.613382
Te: 1.382443 -1.574476 1.216661
C: 3.488619 -1.208709 1.168913
Si: 4.338313 -0.415570 2.649667
C: 6.178388 -0.679833 2.385047
C: 3.811243 -1.254876 4.238872
C: 4.008709 1.426426 2.682538
H: 0.369319 -6.274883 0.778121
H: -0.678509 -5.045817 0.064195
H: 0.197465 -4.707830 1.572887
H: 3.410854 -5.958226 0.720801
H: 3.271473 -4.419659 1.572793
H: 4.180958 -4.520271 0.054658
H: 1.899153 -6.440921 -1.950750
H: 2.653697 -4.995203 -2.624965
H: 0.897268 -5.155870 -2.628887
H: 0.463388 -2.530872 -1.082096
H: 2.176270 -2.201101 -1.256015
H: 3.681125 -0.623457 0.267969
H: 3.929997 -2.196928 1.017650
H: 6.423898 -1.743391 2.349501
H: 6.758243 -0.231424 3.195080
H: 6.512419 -0.226669 1.448968
H: 4.333066 -2.206831 4.361122
H: 2.739239 -1.456639 4.247335
H: 4.042514 -0.633302 5.106567
H: 4.405019 1.905368 1.783034
H: 4.497491 1.886043 3.544901
H: 2.942484 1.644034 2.756388

Force components x, y, z for each atom (eV/Å):
-0.17 0.53 0.10
0.14 -0.09 0.08
-0.07 -0.09 -0.09
0.12 0.12 -0.03
0.01 0.02 0.10
-0.23 -0.07 -0.16
-0.01 -0.01 0.01
0.01 -0.01 0.00
0.01 0.00 0.00
0.00 0.00 0.00
0.04 -0.02 0.02
-0.02 0.01 0.00
0.14 0.04 0.03
-0.04 -0.01 -0.07
0.07 -0.01 -0.02
-0.02 -0.27 0.17
-0.07 -0.02 0.07
0.03 0.00 -0.04
0.00 0.03 -0.01
0.03 0.04 -0.03
-0.02 -0.01 0.01
-0.06 0.01 0.02
0.01 -0.01 -0.02
-0.01 0.01 -0.01
0.04 -0.10 -0.04
-0.09 0.02 -0.02
-0.03 0.03 -0.03
0.00 0.00 0.01
0.00 -0.02 0.01
0.00 0.02 -0.02
-0.01 -0.01 0.01
0.05 0.05 0.00
0.08 -0.24 0.09
0.07 0.04 -0.03
0.00 0.00 0.00
0.00 -0.01 -0.01
0.01 0.00 -0.01
0.00 0.00 0.00
0.02 0.04 0.05
0.01 0.06 -0.03
-0.03 -0.03 0.01
0.02 -0.03 0.00
0.09 0.02 -0.20
-0.08 -0.08 0.00
0.06 -0.05 0.05
0.00 0.02 0.00
-0.01 -0.01 -0.02
0.00 -0.01 0.01
0.01 0.01 0.04
-0.07 0.01 0.01
0.02 -0.07 0.04
0.00 -0.01 0.00
0.00 0.03 -0.01
0.00 0.06 -0.14
0.05 0.09 0.01
0.00 -0.01 0.00
-0.04 -0.07 0.06
0.01 -0.01 0.01
0.00 0.01 0.00
0.00 0.00 0.00
-0.01 0.00 0.02
0.01 0.01 -0.01
0.01 -0.01 0.00
0.01 0.00 0.01
-0.06 0.07 0.02
0.00 0.00 0.00
0.00 0.00 0.00
0.00 0.00 0.00
-0.01 0.01 -0.03
-0.05 0.01 -0.02
0.01 0.00 0.00
0.00 -0.01 0.00
0.01 0.01 -0.05
0.00 -0.04 -0.13
0.02 -0.02 -0.04
-0.03 0.05 0.00
-0.02 0.00 -0.01
-0.01 -0.01 0.03
-0.10 0.01 -0.09
0.09 0.05 -0.05
0.04 -0.06 0.06
-0.01 -0.02 -0.02
-0.02 0.01 0.02
0.02 0.03 -0.02
-0.01 -0.03 0.01
-0.01 -0.01 -0.01
-0.01 0.01 0.00
0.00 0.00 0.03
0.01 0.00 0.00
0.00 0.01 0.00
0.00 0.02 -0.01
0.00 -0.01 0.00
0.01 0.01 0.00
-0.01 0.00 0.00
0.06 0.07 0.06
0.02 0.00 0.02
-0.05 -0.14 0.22
0.01 0.01 0.01
0.00 -0.01 0.00
0.00 0.00 0.00
0.00 0.01 -0.01
-0.01 -0.02 -0.01
-0.03 0.01 0.01
0.02 0.00 0.01
-0.01 0.01 -0.02
0.02 0.00 0.00
0.00 0.00 0.02

<S²>   3.77
Total charge   0
Spin multiplicity   4
Highest occupied orbital energy (spin up / spin down)   -6.99 / -7.62 eV
Max |F|   0.6 eV/A